{"formula": "C38H54BCdCl5N6O2S2SbSi3", "method": "wB97M-V/def2-TZVPD", "e_homo_ev": -3.2035, "energy_ha": -6358.36559, "e_lumo_ha": 0.0707, "homo_lumo_gap_ha": 0.1885, "max_force_ev_per_a": 0.40, "charge": -1, "species": ["Cd", "C", "C", "N", "N", "C", "N", "S", "C", "C", "C", "C", "C", "N", "H", "H", "H", "H", "H", "H", "H", "H", "H", "H", "Cl", "C", "C", "C", "Cl", "C", "Cl", "C", "Cl", "C", "Cl", "C", "C", "C", "C", "C", "C", "C", "C", "O", "B", "O", "C", "C", "H", "H", "H", "H", "H", "H", "H", "H", "H", "H", "H", "H", "C", "Si", "C", "C", "Sb", "Si", "C", "C", "C", "Si", "C", "C", "C", "H", "H", "H", "H", "H", "H", "H", "H", "H", "H", "H", "H", "H", "H", "H", "H", "H", "H", "H", "H", "H", "H", "H", "H", "H", "H", "H", "C", "C", "C", "C", "N", "C", "S", "N", "H", "H", "H", "H", "H"], "xyz": [[0.397, -1.109, 0.732], [-0.296, 3.005, 2.685], [0.352, 1.664, 2.525], [-0.310, 0.568, 2.594], [-1.639, 0.615, 2.826], [-2.366, -0.544, 2.906], [-3.715, -0.303, 2.972], [-1.705, -2.050, 2.942], [1.808, 1.509, 2.239], [2.694, 2.580, 2.241], [4.031, 2.341, 1.967], [4.446, 1.051, 1.682], [3.492, 0.042, 1.682], [2.217, 0.263, 1.970], [-1.032, 3.145, 1.888], [-0.808, 3.071, 3.650], [0.408, 3.827, 2.618], [-2.134, 1.498, 2.781], [-4.068, 0.470, 2.422], [-4.261, -1.147, 2.890], [2.355, 3.587, 2.425], [4.738, 3.160, 1.962], [5.478, 0.825, 1.453], [3.755, -0.985, 1.444], [1.893, -5.995, -0.835], [0.443, -5.267, -1.447], [-0.004, -4.046, -0.926], [-1.228, -3.602, -1.438], [-2.025, -2.180, -0.824], [-1.916, -4.275, -2.451], [-3.404, -3.662, -3.083], [-1.409, -5.461, -2.964], [-2.246, -6.299, -4.220], [-0.229, -5.971, -2.443], [0.380, -7.473, -3.045], [7.323, -2.737, 2.758], [6.882, -3.599, 1.567], [7.438, -2.963, 0.292], [7.494, -4.999, 1.704], [5.355, -3.707, 1.542], [4.688, -4.251, 2.634], [3.294, -4.390, 2.669], [2.569, -3.959, 1.582], [1.242, -3.992, 1.391], [0.988, -3.226, 0.131], [2.352, -3.066, -0.482], [3.226, -3.411, 0.472], [4.599, -3.287, 0.433], [8.410, -2.628, 2.774], [7.011, -3.179, 3.704], [6.877, -1.742, 2.692], [8.526, -2.893, 0.365], [7.046, -1.955, 0.143], [7.196, -3.558, -0.589], [8.586, -4.944, 1.705], [7.180, -5.631, 0.871], [7.175, -5.483, 2.627], [5.254, -4.581, 3.497], [2.795, -4.819, 3.528], [5.055, -2.865, -0.451], [-6.659, 1.541, 1.556], [-5.500, 2.885, 0.872], [-6.602, 4.157, 0.023], [-4.760, 3.784, 2.366], [-3.551, 1.676, -0.283], [-2.700, 3.627, -1.745], [-1.970, 3.043, -3.368], [-4.087, 4.824, -2.198], [-1.440, 4.604, -0.766], [-5.018, 0.460, -2.004], [-5.690, -1.091, -1.188], [-3.958, -0.013, -3.474], [-6.511, 1.434, -2.612], [-6.793, 1.649, 2.635], [-6.290, 0.532, 1.365], [-7.645, 1.612, 1.092], [-7.496, 4.299, 0.636], [-6.917, 3.843, -0.971], [-6.102, 5.119, -0.075], [-5.513, 4.420, 2.839], [-3.924, 4.422, 2.071], [-4.397, 3.087, 3.126], [-2.749, 2.832, -4.101], [-1.358, 2.152, -3.234], [-1.332, 3.837, -3.769], [-4.973, 4.305, -2.564], [-3.740, 5.496, -2.986], [-4.385, 5.433, -1.345], [-0.570, 3.986, -0.535], [-1.864, 4.992, 0.163], [-1.102, 5.458, -1.360], [-4.895, -1.692, -0.746], [-6.199, -1.706, -1.934], [-6.412, -0.847, -0.407], [-2.946, -0.281, -3.164], [-3.884, 0.809, -4.187], [-4.391, -0.874, -3.987], [-7.205, 1.641, -1.796], [-7.043, 0.848, -3.366], [-6.227, 2.385, -3.066], [4.362, 0.296, -3.167], [3.478, 1.207, -2.364], [3.934, 2.438, -1.890], [3.029, 3.177, -1.160], [1.799, 2.765, -0.882], [1.440, 1.563, -1.369], [-0.151, 0.952, -1.014], [2.251, 0.785, -2.116], [4.871, 0.848, -3.959], [3.762, -0.501, -3.597], [5.127, -0.152, -2.528], [4.939, 2.789, -2.080], [3.302, 4.154, -0.766]], "atomic_forces_ev_per_a": [[0.19, 0.00, -0.22], [0.02, -0.02, 0.02], [-0.11, -0.20, 0.01], [0.09, 0.20, -0.05], [-0.03, 0.12, 0.09], [0.05, 0.02, -0.10], [-0.02, -0.03, 0.04], [-0.06, 0.01, 0.12], [-0.02, -0.05, 0.00], [-0.01, -0.04, 0.03], [0.03, -0.08, 0.00], [-0.04, 0.07, 0.05], [0.03, -0.04, 0.07], [-0.09, 0.22, -0.20], [-0.02, -0.01, -0.05], [-0.01, 0.00, -0.01], [0.01, 0.00, -0.01], [0.04, -0.07, -0.07], [0.03, 0.02, -0.03], [0.00, 0.01, 0.01], [0.00, 0.01, 0.03], [0.00, 0.01, -0.01], [0.01, -0.01, -0.01], [0.01, 0.02, 0.00], [0.04, 0.00, 0.02], [0.03, -0.02, 0.03], [0.02, 0.13, 0.03], [0.01, -0.04, 0.03], [-0.01, -0.03, -0.01], [-0.03, 0.01, 0.01], [0.01, -0.02, 0.02], [-0.04, 0.01, -0.01], [0.01, 0.00, 0.01], [0.02, -0.04, -0.02], [-0.01, 0.01, -0.01], [-0.01, 0.00, -0.02], [-0.02, 0.01, 0.01], [0.01, -0.01, 0.04], [0.00, 0.02, -0.02], [0.00, -0.06, -0.03], [-0.02, 0.02, 0.00], [0.04, 0.04, 0.03], [-0.02, 0.05, -0.02], [-0.03, -0.18, -0.07], [-0.06, -0.05, 0.04], [0.01, -0.09, -0.10], [-0.07, -0.05, -0.01], [0.04, 0.03, 0.05], [0.03, -0.01, 0.00], [-0.01, 0.01, 0.02], [0.00, 0.02, 0.01], [0.01, 0.00, -0.01], [-0.01, 0.02, -0.01], [-0.01, 0.00, -0.02], [0.03, 0.00, 0.01], [0.00, -0.02, -0.01], [-0.01, -0.01, 0.02], [0.01, -0.01, 0.01], [-0.01, -0.01, 0.02], [0.02, 0.00, -0.03], [0.05, 0.01, -0.07], [-0.07, -0.07, 0.30], [0.11, -0.05, -0.10], [0.03, -0.01, -0.08], [-0.17, 0.31, -0.18], [-0.03, 0.07, -0.08], [-0.01, -0.10, 0.08], [-0.02, -0.05, 0.06], [0.03, -0.07, 0.05], [-0.03, -0.13, -0.09], [0.04, 0.04, 0.05], [0.05, 0.05, 0.08], [0.07, 0.05, 0.04], [-0.01, 0.03, 0.02], [0.02, -0.02, 0.03], [-0.02, -0.01, -0.02], [-0.02, 0.00, 0.04], [-0.04, -0.01, -0.03], [-0.01, 0.02, 0.01], [-0.03, 0.00, 0.03], [0.01, 0.02, -0.01], [0.02, -0.04, -0.02], [-0.03, 0.01, -0.01], [0.04, -0.03, 0.00], [0.00, 0.03, -0.01], [-0.02, 0.00, -0.03], [0.05, 0.02, -0.02], [0.00, 0.02, 0.01], [0.06, -0.04, 0.02], [-0.02, -0.01, 0.02], [-0.01, 0.02, -0.02], [0.04, -0.03, -0.01], [-0.01, -0.01, -0.02], [-0.03, 0.00, 0.02], [0.02, -0.04, 0.00], [0.01, 0.04, -0.02], [-0.02, 0.00, -0.01], [-0.03, 0.00, 0.02], [-0.01, -0.03, -0.02], [0.01, 0.02, -0.02], [-0.02, 0.02, -0.02], [0.10, 0.02, 0.00], [0.00, -0.03, -0.01], [0.03, 0.04, -0.01], [-0.10, 0.10, 0.00], [0.00, -0.22, 0.08], [-0.07, 0.17, 0.29], [-0.04, -0.03, 0.01], [0.02, -0.01, -0.01], [0.00, -0.01, 0.01], [0.01, -0.01, 0.02], [0.01, 0.02, -0.03], [0.02, 0.01, 0.01]], "lowdin_charge": [1.2166, -0.0141, -0.2800, 0.0019, -0.0382, -0.9457, 0.0731, 0.6056, -0.2434, -0.0311, -0.0753, -0.0508, -0.1008, 0.0589, 0.0653, 0.0917, 0.0663, 0.0993, 0.0107, 0.0799, 0.0984, 0.1063, 0.1003, 0.0997, 0.7965, -0.5788, -0.1124, -0.5880, 0.6004, -0.6882, 0.6689, -0.7112, 0.6526, -0.6991, 0.6491, -0.0552, -0.5642, -0.0766, -0.0559, -0.1997, -0.0634, 0.0088, -0.2948, -0.0020, -0.7768, -0.0084, -0.3112, 0.0291, 0.0776, 0.0733, 0.0791, 0.0790, 0.0768, 0.0843, 0.0772, 0.0884, 0.0731, 0.0962, 0.1113, 0.1083, -0.2366, 0.2675, -0.2291, -0.2487, 0.8123, 0.2644, -0.2316, -0.2312, -0.2399, 0.2633, -0.2362, -0.2331, -0.2256, 0.0268, -0.0117, 0.0247, 0.0299, 0.0065, 0.0114, 0.0257, 0.0123, 0.0134, 0.0151, -0.0183, 0.0332, 0.0048, 0.0301, 0.0091, -0.0145, 0.0140, 0.0313, -0.0064, 0.0311, 0.0079, 0.0128, 0.0142, 0.0146, 0.0117, 0.0306, 0.0118, -0.0354, -0.3516, -0.0484, -0.1765, 0.0436, -0.8376, 0.3797, 0.0956, 0.0726, 0.0779, 0.0741, 0.0980, 0.1013]}

---

{"formula": "C38H54BrF6KN6O7S6SbSi3", "method": "wB97M-V/def2-TZVPD", "e_homo_ev": -5.6836, "energy_ha": -9606.92514, "e_lumo_ha": 0.0458, "homo_lumo_gap_ha": 0.2547, "max_force_ev_per_a": 0.36, "relative_energy_kcal_mol": 12.1, "charge": -1, "species": ["K", "C", "C", "S", "C", "C", "S", "C", "C", "S", "H", "H", "H", "H", "H", "H", "H", "H", "H", "H", "H", "H", "F", "C", "F", "F", "S", "O", "O", "N", "S", "O", "O", "C", "F", "F", "F", "Br", "C", "C", "C", "C", "C", "C", "N", "C", "C", "C", "C", "C", "C", "N", "H", "H", "H", "H", "H", "H", "H", "H", "H", "C", "Si", "C", "C", "Sb", "Si", "C", "C", "C", "Si", "C", "C", "C", "H", "H", "H", "H", "H", "H", "H", "H", "H", "H", "H", "H", "H", "H", "H", "H", "H", "H", "H", "H", "H", "H", "H", "H", "H", "H", "H", "O", "S", "O", "O", "C", "N", "C", "C", "C", "N", "C", "C", "C", "N", "C", "C", "H", "H", "H", "H", "H", "H"], "xyz": [[-1.957, -0.020, -0.113], [-3.243, 3.407, -1.981], [-3.541, 3.983, -0.600], [-3.405, 2.778, 0.751], [-2.375, 3.668, 1.942], [-0.990, 4.114, 1.477], [0.034, 2.793, 0.759], [0.582, 3.556, -0.785], [-0.498, 3.952, -1.787], [-1.635, 2.605, -2.210], [-3.365, 4.192, -2.730], [-3.951, 2.613, -2.216], [-4.558, 4.380, -0.613], [-2.883, 4.821, -0.373], [-2.288, 2.970, 2.778], [-2.917, 4.539, 2.316], [-0.461, 4.537, 2.332], [-1.071, 4.906, 0.733], [1.237, 2.797, -1.219], [1.204, 4.425, -0.557], [-0.011, 4.299, -2.701], [-1.084, 4.789, -1.412], [-4.931, -4.737, 0.571], [-5.484, -3.842, -0.257], [-6.808, -3.997, -0.227], [-5.053, -4.091, -1.495], [-5.005, -2.146, 0.288], [-3.567, -2.149, 0.146], [-5.570, -2.033, 1.594], [-5.743, -1.196, -0.718], [-5.092, -0.632, -2.036], [-4.904, -1.587, -3.089], [-4.025, 0.319, -1.817], [-6.513, 0.418, -2.556], [-6.184, 1.023, -3.705], [-7.610, -0.307, -2.756], [-6.772, 1.360, -1.648], [2.977, -0.345, 6.175], [2.302, -0.819, 4.485], [1.514, -1.958, 4.370], [0.898, -2.263, 3.168], [1.070, -1.430, 2.064], [1.854, -0.289, 2.189], [2.484, 0.011, 3.385], [0.411, -1.630, 0.826], [0.170, -2.815, 0.451], [-0.581, -3.132, -0.780], [-0.955, -4.448, -1.018], [-1.707, -4.736, -2.147], [-2.046, -3.702, -3.000], [-1.609, -2.420, -2.688], [-0.891, -2.133, -1.611], [1.348, -2.577, 5.242], [0.229, -3.113, 3.118], [1.941, 0.372, 1.337], [3.078, 0.910, 3.483], [0.493, -3.682, 1.036], [-0.678, -5.223, -0.316], [-2.034, -5.748, -2.346], [-2.658, -3.866, -3.876], [-1.871, -1.583, -3.327], [4.384, -1.980, -4.448], [2.564, -1.835, -4.002], [1.538, -1.835, -5.576], [2.123, -3.346, -2.986], [1.907, 0.265, -2.681], [4.141, 0.539, -1.454], [4.455, -1.052, -0.509], [5.612, 0.904, -2.566], [3.968, 1.987, -0.268], [2.392, 1.948, -4.558], [0.751, 2.288, -5.403], [3.629, 1.400, -5.864], [3.044, 3.551, -3.814], [4.534, -2.858, -5.083], [4.993, -2.114, -3.552], [4.752, -1.104, -4.983], [1.706, -2.747, -6.155], [1.784, -0.982, -6.212], [0.473, -1.776, -5.339], [2.451, -4.254, -3.501], [1.045, -3.412, -2.835], [2.599, -3.322, -2.003], [4.691, -1.871, -1.194], [3.580, -1.340, 0.076], [5.297, -0.938, 0.179], [5.756, 0.124, -3.313], [6.525, 0.978, -1.968], [5.481, 1.852, -3.091], [3.112, 1.875, 0.399], [3.838, 2.923, -0.818], [4.865, 2.085, 0.349], [0.361, 1.382, -5.875], [0.859, 3.052, -6.178], [-0.001, 2.624, -4.684], [3.293, 0.500, -6.384], [4.607, 1.194, -5.427], [3.750, 2.191, -6.609], [2.402, 3.917, -3.012], [3.100, 4.330, -4.580], [4.045, 3.418, -3.399], [1.294, 1.626, 10.425], [1.625, 1.344, 9.047], [1.435, 2.441, 8.121], [2.870, 0.603, 8.859], [0.406, 0.090, 8.520], [0.133, -0.901, 9.371], [-0.693, -1.838, 8.930], [-1.259, -1.816, 7.665], [-0.924, -0.732, 6.865], [-0.104, 0.217, 7.302], [-1.400, -0.572, 5.463], [-0.839, 0.430, 4.678], [-1.213, 0.516, 3.351], [-2.109, -0.284, 2.767], [-2.671, -1.218, 3.533], [-2.343, -1.403, 4.869], [-0.914, -2.649, 9.618], [-1.911, -2.611, 7.334], [-0.101, 1.093, 5.111], [-0.749, 1.259, 2.712], [-3.412, -1.849, 3.055], [-2.829, -2.194, 5.423]], "atomic_forces_ev_per_a": [[0.29, 0.14, 0.17], [0.03, 0.00, -0.01], [0.01, -0.01, 0.01], [-0.07, 0.03, 0.00], [0.01, -0.05, -0.01], [0.02, -0.02, -0.01], [-0.01, 0.03, -0.01], [0.02, 0.01, 0.03], [-0.01, -0.04, 0.01], [-0.06, 0.01, -0.01], [0.00, 0.01, 0.01], [-0.01, 0.01, -0.01], [0.00, -0.01, 0.00], [0.00, 0.00, -0.01], [-0.01, 0.03, -0.01], [0.00, 0.01, 0.00], [-0.01, 0.00, 0.00], [0.00, 0.01, 0.00], [-0.01, 0.00, -0.02], [0.00, 0.00, -0.01], [0.04, 0.02, 0.00], [0.00, -0.01, 0.00], [-0.04, 0.03, -0.07], [-0.01, 0.00, -0.02], [0.08, 0.00, 0.00], [-0.03, 0.00, 0.08], [-0.02, -0.06, -0.02], [0.00, 0.01, -0.04], [0.00, 0.00, 0.00], [0.08, -0.01, -0.02], [-0.16, -0.09, -0.02], [0.01, 0.00, -0.04], [0.05, -0.05, 0.06], [0.00, 0.01, -0.02], [-0.03, -0.03, 0.07], [0.06, 0.06, 0.00], [0.01, -0.05, -0.06], [0.08, 0.01, -0.13], [0.02, -0.07, 0.00], [-0.02, 0.01, -0.04], [0.01, 0.02, 0.03], [-0.05, 0.05, -0.03], [0.03, -0.02, 0.03], [-0.02, 0.01, 0.01], [-0.06, -0.07, -0.02], [0.04, -0.04, 0.04], [-0.06, -0.02, -0.01], [-0.01, 0.02, 0.00], [0.01, -0.01, 0.02], [-0.01, 0.02, -0.02], [-0.03, 0.02, -0.03], [-0.11, 0.02, 0.03], [0.00, -0.01, 0.00], [-0.01, 0.00, -0.02], [-0.01, 0.00, -0.02], [0.00, 0.00, 0.00], [0.03, -0.02, -0.02], [0.00, 0.00, 0.00], [0.00, 0.00, 0.00], [0.00, 0.01, 0.00], [0.00, 0.00, 0.00], [0.00, 0.08, 0.01], [-0.06, -0.02, 0.00], [-0.01, 0.03, 0.01], [-0.03, 0.00, -0.01], [0.08, -0.04, -0.06], [0.02, 0.05, 0.04], [0.00, 0.01, -0.02], [-0.04, 0.02, -0.03], [-0.01, -0.02, -0.03], [0.00, 0.02, 0.00], [0.01, 0.01, 0.01], [0.00, -0.04, 0.03], [-0.01, -0.02, 0.03], [-0.03, -0.01, -0.01], [0.01, 0.01, -0.01], [0.00, -0.05, -0.02], [0.01, -0.01, 0.01], [-0.05, -0.05, 0.00], [0.00, -0.01, 0.01], [0.02, 0.00, 0.00], [0.03, -0.01, -0.02], [0.00, 0.00, 0.01], [-0.01, 0.00, 0.02], [-0.02, -0.01, 0.02], [0.01, 0.01, 0.00], [0.04, -0.01, 0.00], [-0.01, -0.01, 0.02], [0.04, -0.04, 0.02], [0.01, 0.03, 0.01], [0.01, 0.00, -0.01], [0.00, -0.01, 0.00], [0.00, 0.00, 0.00], [0.01, 0.00, 0.00], [0.00, -0.01, -0.02], [0.05, 0.04, 0.00], [0.01, 0.02, -0.01], [-0.01, 0.01, 0.00], [-0.03, 0.02, 0.02], [0.00, -0.01, -0.02], [-0.04, 0.03, -0.01], [-0.04, 0.01, 0.01], [0.04, -0.11, -0.02], [0.01, 0.01, 0.00], [0.03, 0.07, 0.10], [-0.14, 0.13, 0.08], [0.07, -0.04, -0.01], [-0.01, 0.03, 0.02], [0.04, 0.02, -0.02], [-0.06, -0.10, 0.04], [0.02, 0.01, 0.04], [-0.04, -0.01, -0.05], [0.03, -0.02, -0.01], [-0.03, -0.02, 0.01], [0.01, 0.11, -0.03], [0.05, -0.02, 0.00], [0.02, 0.03, 0.00], [0.00, 0.01, -0.01], [-0.02, 0.00, -0.01], [-0.02, 0.00, -0.02], [0.02, -0.04, 0.01], [-0.01, 0.01, -0.01], [-0.02, 0.00, 0.02]], "lowdin_charge": [0.5049, -0.5206, -0.5033, 0.8567, -0.5243, -0.4933, 0.8486, -0.5573, -0.5071, 0.8295, 0.0826, 0.0409, 0.0776, 0.0571, 0.0548, 0.0824, 0.0816, 0.0588, -0.0061, 0.0871, 0.0636, 0.0612, 0.1290, -0.6686, 0.1391, 0.1300, 0.5761, -0.3613, -0.2609, -0.2792, 0.5956, -0.2707, -0.3881, -0.6790, 0.1278, 0.1449, 0.1378, 0.9167, -0.6745, -0.1256, -0.0296, -0.2871, -0.0485, -0.1068, 0.1148, -0.0894, -0.2973, -0.0170, -0.0525, -0.0455, -0.1403, 0.0633, 0.1048, 0.1112, 0.0738, 0.1070, 0.1256, 0.1154, 0.1113, 0.1127, 0.1192, -0.2208, 0.2700, -0.2256, -0.2151, 0.8720, 0.2701, -0.2181, -0.2153, -0.2212, 0.2690, -0.2318, -0.2211, -0.2175, 0.0337, 0.0155, 0.0047, 0.0321, 0.0013, 0.0225, 0.0367, -0.0015, 0.0250, 0.0115, 0.0108, 0.0369, 0.0026, 0.0351, 0.0067, -0.0050, 0.0186, 0.0385, 0.0245, 0.0313, -0.0141, 0.0077, 0.0120, 0.0328, 0.0035, 0.0343, 0.0082, -0.3550, 0.3682, -0.3700, -0.4608, -0.3674, 0.1251, -0.1232, -0.0038, -0.2291, 0.1433, -0.1419, 0.0066, -0.1549, 0.0420, -0.1177, -0.0011, 0.1051, 0.0956, 0.1232, 0.0504, 0.0925, 0.1032]}